(1)
Computed, not measured: 2 unconnected molecules or ions with the total composition C4H8O3, with the ωB97M-V functional and the def2-TZVPD basis.

Its LUMO energy is 0.51 eV. The HOMO energy comes out at -10.4 eV. The value obtained for the energy relative to the best compared isomer or geometry (same formula, charge and spin) is 77.04 kcal per mole. The SMILES is OC[C@H]1CO1.C=O.

The geometry in ORCA input format:
```
! RIJCOSX wB97M-V def2-TZVPD def2/J DEFGRID3
* xyz 0 1
O -2.635 0.063 0.246
C -2.128 -0.385 1.242
C 0.224 -0.096 -0.839
C 1.088 -0.840 0.163
O 2.267 -0.126 0.428
C 0.163 1.362 -0.822
O 0.977 0.671 -1.775
H -0.617 -0.641 -1.267
H -2.147 0.154 2.208
H -1.599 -1.359 1.246
H 0.560 -0.957 1.117
H 1.299 -1.852 -0.221
H 2.539 0.237 -0.430
H 0.718 1.905 -0.058
H -0.707 1.865 -1.239
*
```

(2)
Computed, not measured: 10 unconnected molecules or ions with the total composition C4H24NO12 at a distorted geometry, with the ωB97M-V functional and the def2-TZVPD basis.

Its LUMO energy (alpha / beta) is -0.29 / -4.88 eV. The HOMO energy (alpha / beta) comes out at -9.8 / -9.8 eV. The value obtained for the energy relative to the best compared isomer or geometry (same formula, charge and spin) is 0.94 kcal per mole.

The geometry in ORCA input format:
```
! RIJCOSX wB97M-V def2-TZVPD def2/J DEFGRID3
* xyz 0 2
C -0.441 2.114 -0.804
C -1.957 1.995 -0.837
C -2.392 0.927 -1.844
O -3.435 0.354 -1.738
N -0.095 1.248 0.361
C 1.062 0.600 0.623
O 0.992 -0.198 1.647
O 1.984 0.511 -0.185
H 0.076 1.724 -1.676
H -0.020 3.121 -0.605
H -2.250 1.841 0.191
H -2.483 2.904 -1.164
H -1.839 0.920 -2.803
H -0.755 1.353 1.120
H 1.996 1.772 -2.134
H 2.732 3.055 -2.860
O 2.199 2.264 -2.924
H 3.751 -0.538 -1.199
H 3.619 -0.962 0.217
O 4.263 -0.937 -0.492
H -1.296 -4.556 1.563
H -1.052 -3.025 1.667
O -1.211 -3.752 1.045
H 2.106 -2.797 2.610
H 1.496 -3.963 1.826
O 1.746 -3.682 2.714
H -3.320 2.338 3.310
H -3.689 2.481 1.849
O -3.051 2.054 2.431
H -0.098 -1.284 2.571
H -1.468 -0.561 2.742
O -1.034 -1.418 2.798
H 1.921 3.119 -0.254
H 2.983 3.164 0.627
O 2.758 3.605 -0.208
H -1.489 -1.800 -1.860
H -2.761 -2.358 -2.696
O -2.192 -1.618 -2.504
H -0.416 -3.039 -0.512
H 0.373 -1.729 -0.406
O 0.096 -2.397 -1.037
*
```